{"formula": "C35H52AsMoOP3S", "method": "the ωB97M-V functional and the def2-TZVPD basis", "species": ["Mo", "P", "P", "P", "H", "C", "C", "H", "C", "C", "C", "C", "C", "C", "C", "C", "C", "H", "H", "H", "H", "H", "H", "H", "H", "H", "H", "H", "H", "H", "H", "H", "H", "H", "H", "H", "H", "H", "H", "H", "H", "H", "H", "H", "H", "H", "C", "C", "C", "C", "C", "C", "S", "H", "H", "H", "H", "H", "H", "O", "As", "C", "C", "C", "C", "C", "C", "C", "C", "C", "C", "C", "C", "C", "C", "C", "C", "C", "C", "H", "H", "H", "H", "H", "H", "H", "H", "H", "H", "H", "H", "H", "H", "H"], "positions_angstrom": [[0.47640, -2.41370, -0.91415], [2.28149, -1.93228, 0.38787], [0.47856, -0.47704, -2.18816], [-1.34978, -1.94166, 0.35578], [-2.67847, -0.33199, -4.91342], [-3.07872, -1.03580, -4.16090], [-4.18940, -0.47041, -3.37748], [-4.11235, 0.54920, -3.00685], [3.52658, -3.28469, 0.33676], [3.39650, -0.49349, 0.20856], [1.94817, -1.84276, 2.19215], [-0.98453, 0.62004, -2.05999], [1.77943, 0.79569, -2.32910], [0.49842, -1.28236, -3.82620], [-3.04025, -1.77622, -0.34289], [-1.24796, -0.50534, 1.48158], [-1.54537, -3.40568, 1.44338], [-3.37342, -1.98781, -4.63710], [-5.10886, -1.04223, -3.25645], [4.39217, -2.96188, 0.93018], [3.84695, -3.46492, -0.69524], [3.11971, -4.21452, 0.75063], [4.28849, -0.67654, 0.82571], [2.84689, 0.40042, 0.56562], [3.71040, -0.37354, -0.83535], [2.89689, -2.03601, 2.71239], [1.21189, -2.59124, 2.50985], [1.58616, -0.83436, 2.43042], [-1.12635, 1.14626, -3.01484], [-0.80792, 1.34427, -1.25176], [-1.90968, 0.07943, -1.82268], [2.73648, 0.33492, -2.60437], [1.87722, 1.32675, -1.37161], [1.48934, 1.50975, -3.11323], [-0.08674, -0.67510, -4.53013], [0.09733, -2.30513, -3.79264], [1.54362, -1.32891, -4.16602], [-3.43132, -0.76703, -0.15800], [-3.69496, -2.50757, 0.15306], [-3.08166, -1.96440, -1.42266], [-2.08028, 0.17925, 1.27921], [-0.30646, 0.06884, 1.36367], [-1.31504, -0.86209, 2.51727], [-2.61822, -3.62659, 1.52005], [-1.15185, -3.17517, 2.44161], [-1.03092, -4.29046, 1.04511], [-0.50285, -5.49067, -1.91459], [-0.35890, -6.89547, -1.94767], [-1.32282, -7.67630, -2.58555], [-2.41918, -7.05983, -3.21232], [-2.58817, -5.67270, -3.13214], [-1.63161, -4.88133, -2.47999], [0.81253, -4.56912, -1.12486], [-2.17183, -1.28202, -3.44880], [0.51323, -7.34159, -1.46336], [-1.22316, -8.76367, -2.59381], [-3.14696, -7.67039, -3.75082], [-3.46767, -5.19855, -3.57314], [-1.76470, -3.79667, -2.40062], [1.22529, 1.32304, 1.18624], [0.87011, 2.89441, 1.69330], [1.34737, 3.12265, 3.56098], [1.63270, 4.40377, 4.05434], [1.94518, 4.56635, 5.41053], [1.98428, 3.45337, 6.25944], [1.71480, 2.17551, 5.75779], [1.39885, 2.00586, 4.40267], [1.91031, 4.10930, 0.61095], [1.33182, 5.27678, 0.09772], [2.09344, 6.11274, -0.72932], [3.42201, 5.78649, -1.02699], [4.00516, 4.63837, -0.47776], [3.25211, 3.79699, 0.35086], [-1.04527, 3.10762, 1.49245], [-1.59058, 3.26142, 0.20981], [-2.97801, 3.17878, 0.03738], [-3.81373, 3.04927, 1.15273], [-3.26842, 2.98971, 2.44097], [-1.87880, 3.00673, 2.61405], [1.60421, 5.26387, 3.38443], [2.15691, 5.56386, 5.79972], [2.22690, 3.58297, 7.31545], [1.74754, 1.30608, 6.41616], [1.19208, 1.01800, 3.99139], [0.30066, 5.53062, 0.34677], [1.64313, 7.01931, -1.13734], [4.00879, 6.43195, -1.68213], [5.04661, 4.39015, -0.68761], [3.69377, 2.90367, 0.79616], [-0.93597, 3.44001, -0.64584], [-3.39485, 3.23036, -0.97101], [-4.89520, 3.00972, 1.01800], [-3.91974, 2.92874, 3.31494], [-1.43995, 2.94393, 3.61083]], "charge": 4, "gap_ha": [0.130, 0.122], "multiplicity": 3}

=====

{"formula": "C35H52BiOP4", "method": "the ωB97M-V functional and the def2-TZVPD basis", "species": ["Bi", "P", "P", "P", "H", "C", "C", "H", "C", "C", "C", "C", "C", "C", "C", "C", "C", "H", "H", "H", "H", "H", "H", "H", "H", "H", "H", "H", "H", "H", "H", "H", "H", "H", "H", "H", "H", "H", "H", "H", "H", "H", "H", "H", "H", "H", "C", "C", "C", "C", "C", "C", "O", "H", "H", "H", "H", "H", "H", "C", "C", "C", "C", "C", "C", "P", "C", "C", "C", "C", "C", "C", "C", "C", "C", "C", "C", "C", "H", "H", "H", "H", "H", "H", "H", "H", "H", "H", "H", "H", "H", "H", "H"], "positions_angstrom": [[0.55265, 0.72929, -1.08430], [0.07203, -1.69512, 1.13023], [1.60206, -1.58437, -2.69591], [-1.42325, 1.66470, 0.84795], [-0.67485, 0.46255, -3.32675], [-0.26620, 1.46005, -3.62717], [0.17852, 2.36975, -2.59792], [1.06774, 2.96564, -2.78708], [-1.34334, -2.85632, 0.80231], [1.60345, -2.69225, 1.01639], [-0.02456, -1.24388, 2.90752], [1.67876, -1.41356, -4.52460], [3.27610, -2.20299, -2.20151], [0.68351, -3.18018, -2.65652], [-2.09547, 3.17749, 0.05413], [-0.79119, 2.18122, 2.48543], [-2.99932, 0.80981, 1.17893], [-0.24934, 1.69195, -4.74632], [-0.55371, 2.91161, -1.97908], [-1.37162, -3.71661, 1.51153], [-1.25307, -3.23322, -0.23338], [-2.28126, -2.27701, 0.89224], [1.66981, -3.46692, 1.79698], [2.47922, -2.03193, 1.10946], [1.62809, -3.17837, 0.03073], [0.14159, -2.11270, 3.57924], [-1.01099, -0.79837, 3.12395], [0.75674, -0.49812, 3.11215], [1.49575, -2.42254, -4.93492], [2.68005, -1.09961, -4.83847], [0.95106, -0.69035, -4.89045], [3.47290, -3.15638, -2.73569], [3.34879, -2.40205, -1.11935], [4.05385, -1.45910, -2.45251], [0.71254, -3.56739, -3.68300], [-0.36163, -3.00540, -2.35975], [1.16327, -3.89291, -1.97737], [-2.87320, 3.60846, 0.70323], [-2.56513, 2.87277, -0.90117], [-1.30076, 3.91854, -0.11807], [-1.57606, 2.71955, 3.03491], [0.08757, 2.83241, 2.37794], [-0.50678, 1.28651, 3.06053], [-3.66065, 1.51866, 1.69612], [-2.83706, -0.08483, 1.79045], [-3.42890, 0.52775, 0.20322], [-4.48824, 1.01197, -2.45833], [-5.69715, 0.28068, -2.44218], [-6.89653, 0.96685, -2.54539], [-6.89935, 2.34901, -2.70577], [-5.69976, 3.04329, -2.90789], [-4.49142, 2.35407, -2.92607], [-3.48037, 0.41693, -1.88401], [-2.18530, 0.80760, -1.33187], [-5.60620, -0.79134, -2.29237], [-7.83793, 0.43160, -2.42775], [-7.84239, 2.90016, -2.72856], [-5.65455, 4.12298, -3.10641], [-3.55976, 2.82809, -3.24479], [6.03339, 3.50570, -2.94779], [4.88930, 2.89184, -3.46341], [3.89236, 2.39815, -2.61829], [4.02950, 2.55436, -1.21857], [5.17583, 3.18248, -0.69209], [6.17182, 3.63331, -1.56403], [2.71201, 2.04833, -0.02650], [3.50466, 0.85879, 1.16695], [4.59083, 0.08207, 0.72982], [5.15736, -0.83983, 1.59198], [4.66718, -1.04952, 2.86663], [3.60052, -0.25394, 3.32318], [2.98464, 0.67933, 2.46409], [2.30120, 3.55095, 0.92364], [2.87756, 3.89172, 2.16305], [2.37182, 4.97412, 2.89446], [1.34930, 5.78261, 2.36259], [0.85915, 5.49512, 1.07282], [1.35714, 4.41968, 0.33513], [6.78936, 3.86367, -3.64492], [4.73060, 2.78869, -4.53383], [2.99715, 1.88112, -2.99751], [5.30920, 3.33850, 0.38650], [7.07008, 4.10008, -1.17886], [4.99998, 0.27183, -0.26295], [6.00396, -1.41780, 1.25451], [5.10844, -1.76979, 3.54617], [3.26995, -0.31698, 4.35759], [2.12306, 1.27784, 2.81409], [3.74384, 3.34022, 2.55310], [2.76890, 5.18554, 3.89516], [0.96474, 6.64429, 2.93069], [0.09928, 6.15344, 0.64537], [1.02532, 4.25921, -0.69775]], "charge": 3, "gap_ha": [0.112, 0.148], "multiplicity": 1}